1.
The following is a quantum chemistry calculation of an isolated molecule of C5H8N2, from the OMol25 dataset.

```
15
C5H8N2 wB97M-V/def2-TZVPD
C -1.4503 1.5484 -0.7086
C -0.4452 0.7425 0.0275
C 0.8962 0.6646 -0.1607
C 1.3586 -0.5468 0.4740
N 1.8921 -1.4830 -0.4990
C 0.3202 -0.8914 1.3533
N -0.7972 -0.1605 1.0140
H -1.8106 2.3942 -0.1197
H -1.0032 1.9057 -1.6412
H -2.3109 0.9247 -0.9853
H 1.4697 1.4175 -0.6810
H 1.0321 -1.7756 -0.9690
H 2.3490 -2.3311 -0.2047
H 0.1532 -1.6795 2.0836
H -1.6470 -0.7083 0.9648
```

Total charge   0
E_HOMO   -7.61 eV
HOMO-LUMO gap   8.519 eV
Structure (SMILES)   Cc1cc(N)c[nH]1
Energy relative to the best compared isomer or geometry (same formula, charge and spin)   56.62 kcal/mol

=====

2.
The following is a quantum chemistry calculation of an isolated molecule of C5H8N2, from the OMol25 dataset.

```
15
C5H8N2 wB97M-V/def2-TZVPD
C 1.3076 -0.1213 -2.4086
C -1.0287 0.1144 -0.0202
C -0.9238 -0.4886 -1.4588
C 0.4799 0.4357 -0.1032
C 1.3274 0.0751 1.1113
N 2.1401 -0.0990 -3.2190
N 0.5222 -0.2866 -1.3798
H -1.5668 1.0355 0.0731
H -1.3194 -0.7644 0.5129
H -1.4379 -1.5306 -1.5634
H -1.5656 0.2524 -2.0877
H 0.6516 1.4114 -0.4537
H 1.3214 -0.9506 1.2293
H 0.9556 0.5233 1.9793
H 2.4369 0.4195 1.0538
```

Total charge   0
E_HOMO   -9.22 eV
HOMO-LUMO gap   10.016 eV
Structure (SMILES)   C[C@@H]1CCN1C#N
Energy relative to the best compared isomer or geometry (same formula, charge and spin)   59.28 kcal/mol

=====

no.,E (eV)
1,-8292.5409
2,-8292.4257